Below is a 2-piece molecular cluster, C6H13Cl2OPS overall at a distorted geometry, with properties calculated with the ωB97M-V functional and the def2-TZVPD basis.

Each line ends with the Mulliken charge.
Geometry (Å):
C (2.091, -2.729, -0.412)  -1.0120
C (-2.748, 1.685, 0.110)  -0.9087
C (0.583, -0.448, 1.245)  -1.3999
C (1.264, -1.536, -0.982)  -0.8395
C (-1.566, 2.540, -0.198)  -0.3621
C (1.238, -0.340, -0.055)  0.5681
O (2.716, 1.284, -1.835)  -0.5381
P (2.502, 0.936, -0.455)  0.9374
S (-0.544, 1.754, -1.479)  -0.1243
Cl (4.187, 0.144, 0.314)  -0.2424
Cl (2.097, 2.458, 0.748)  -0.1997
H (2.353, -3.465, -1.211)  0.3432
H (3.156, -2.416, -0.125)  0.2397
H (1.641, -3.171, 0.425)  0.3631
H (-3.437, 2.059, 0.883)  0.3495
H (-3.605, 1.723, -0.620)  0.2860
H (-2.547, 0.533, 0.276)  0.1634
H (0.609, 0.461, 1.861)  0.3406
H (-0.425, -0.838, 1.330)  0.3193
H (0.947, -1.271, 1.744)  0.4503
H (1.851, -1.092, -1.845)  0.2806
H (0.324, -1.774, -1.241)  0.4390
H (-0.928, 2.732, 0.694)  0.2073
H (-1.882, 3.296, -0.841)  0.3393

Computed properties:
Relative energy (zero: lowest compared OMol25 entry of this formula, charge and spin) = 58.2 kcal per mole
HOMO-LUMO gap (alpha / beta) = 6.1510 / 6.1489 eV
Spin multiplicity = 1
LUMO energy (alpha / beta) = -2.08 / -2.08 eV
HOMO energy (alpha / beta) = -8.23 / -8.23 eV


Below is a 2-piece molecular cluster, C6H13Cl2PS overall at a distorted geometry, with properties calculated with the ωB97M-V functional and the def2-TZVPD basis.

Each line ends with the Mulliken charge.
Geometry (Å):
C (0.783, -1.079, 0.329)  -1.6373
C (-0.383, -0.618, 0.020)  -0.4196
C (-0.686, 0.428, -1.012)  2.1602
C (0.566, 1.142, -1.516)  -1.4988
C (-1.470, -0.200, -2.109)  -1.8257
C (-1.483, 1.532, -0.366)  -1.7833
H (1.007, -1.758, 1.032)  1.1683
H (1.629, -0.763, -0.266)  0.0130
H (-1.294, -1.002, 0.467)  0.3523
H (0.495, 1.819, -2.353)  0.3389
H (1.243, 0.217, -1.791)  0.3829
H (0.906, 1.801, -0.695)  0.3546
H (-2.457, -0.432, -1.766)  0.4299
H (-1.689, 0.677, -2.737)  0.3994
H (-1.060, -1.008, -2.575)  0.4360
H (-0.932, 2.051, 0.358)  0.4759
H (-1.974, 2.054, -1.174)  0.3955
H (-2.362, 1.149, 0.278)  0.3405
S (1.384, 0.351, 3.212)  -0.1491
P (2.360, -1.284, 3.974)  0.2881
Cl (3.323, -1.866, 2.347)  -0.1582
Cl (0.903, -2.712, 4.162)  -0.1910
H (1.191, -0.500, 2.179)  0.1274

Computed properties:
SMILES string = C=CC(C)(C)C.SP(Cl)Cl
Relative energy (zero: lowest compared OMol25 entry of this formula, charge and spin) = 4.6 kcal per mole
HOMO-LUMO gap = 9.7994 eV
Spin multiplicity = 1
LUMO energy = 0.49 eV
HOMO energy = -9.30 eV


Below is an isolated ion of composition C6H13ClNO and charge +1 at a distorted geometry, with properties calculated with the ωB97M-V functional and the def2-TZVPD basis.

Each line ends with the Mulliken charge.
Geometry (Å):
C (0.744, 1.127, 0.457)  -1.0140
C (-0.571, 0.265, 0.457)  0.3942
C (1.767, 0.860, -0.587)  0.4625
C (-1.552, 0.625, -0.573)  -1.2506
C (1.812, 1.791, -1.814)  -1.1014
C (-1.381, -1.831, 1.505)  -0.4376
N (-0.355, -1.210, 0.567)  -0.0290
O (-1.222, -3.190, 1.350)  -0.5137
Cl (2.742, -0.522, -0.574)  -0.1584
H (0.390, 2.211, 0.273)  0.3344
H (1.275, 1.059, 1.386)  0.4212
H (-2.184, -0.240, -0.767)  0.4336
H (-1.073, 0.972, -1.518)  0.2930
H (-2.109, 1.376, -0.076)  0.3483
H (0.837, 1.886, -2.303)  0.2430
H (2.382, 1.369, -2.582)  0.4383
H (2.210, 2.832, -1.623)  0.2874
H (-0.998, -1.514, 2.583)  0.3657
H (-2.298, -1.386, 1.215)  0.4155
H (0.436, -1.454, 1.085)  0.3974
H (-0.498, -1.583, -0.301)  0.2939
H (-0.356, -3.445, 1.837)  0.3762

Computed properties:
Relative energy (zero: lowest compared OMol25 entry of this formula, charge and spin) = 67.0 kcal per mole
Total charge = +1
HOMO-LUMO gap (alpha / beta) = 6.6206 / 9.7688 eV
Spin multiplicity = 1
LUMO energy (alpha / beta) = -4.83 / -3.55 eV
HOMO energy (alpha / beta) = -11.45 / -13.32 eV


Below is C6H13CuMgO5 as an isolated structure at a distorted geometry, with properties calculated with the ωB97M-V functional and the def2-TZVPD basis.

Each line ends with the Mulliken charge.
Geometry (Å):
O (-0.725, -1.110, -0.510)  -0.7501
C (-1.958, -1.759, -0.239)  -0.5139
C (-2.895, -0.836, 0.520)  -0.3029
O (-2.890, 0.437, -0.140)  -0.1877
C (-3.850, 1.358, 0.379)  -0.7041
Mg (-1.052, 0.905, -0.861)  1.2748
H (-1.799, -2.677, 0.346)  0.3404
H (-2.402, -2.039, -1.204)  0.3724
H (-2.569, -0.688, 1.561)  0.3402
H (-3.916, -1.243, 0.520)  0.4627
H (-3.606, 2.348, -0.018)  0.2902
H (-4.854, 1.063, 0.049)  0.3031
H (-3.801, 1.369, 1.477)  0.3397
O (0.361, 0.588, 0.676)  -0.9536
C (0.328, -0.731, 0.727)  0.8467
O (1.477, -1.409, 0.456)  -0.3238
C (2.704, -0.788, 0.732)  -0.2148
O (3.009, 0.200, -0.235)  -0.0757
C (3.508, -0.316, -1.485)  -0.6535
Cu (1.606, 1.676, -0.218)  0.1059
H (-0.178, -1.136, 1.616)  0.4260
H (3.468, -1.572, 0.693)  0.3167
H (2.689, -0.317, 1.722)  0.3623
H (3.662, 0.542, -2.148)  0.2393
H (4.466, -0.818, -1.308)  0.2900
H (2.771, -1.000, -1.926)  0.3698

Computed properties:
Relative energy (zero: lowest compared OMol25 entry of this formula, charge and spin) = 8.1 kcal per mole
<S²> = 2.003
Total charge = +2
HOMO-LUMO gap (alpha / beta) = 7.1350 / 7.3950 eV
Spin multiplicity = 3
LUMO energy (alpha / beta) = -8.26 / -10.90 eV
HOMO energy (alpha / beta) = -15.39 / -18.29 eV


Below is an isolated ion of composition C6H13FN5O2 and charge +1 at a distorted geometry, with properties calculated with the ωB97M-V functional and the def2-TZVPD basis.

Each line ends with the Mulliken charge.
Geometry (Å):
C (0.651, 3.237, 2.381)  -1.1888
C (0.680, 1.703, 2.415)  -0.6434
C (1.005, 1.118, 1.035)  0.9660
O (2.207, 1.464, 0.415)  -0.5547
F (1.192, -0.285, 1.295)  -0.3743
N (-0.047, 1.384, 0.202)  -0.2160
N (-0.498, 0.600, -0.600)  -0.1652
C (0.079, -0.632, -0.962)  0.2211
N (1.171, -0.913, -1.376)  -0.0786
C (1.836, -2.008, -1.872)  -0.9141
N (-1.090, -1.618, -1.108)  -0.1695
C (-2.382, -1.348, -1.230)  0.6537
N (-3.203, -2.339, -1.515)  -0.4155
O (-3.023, -0.210, -1.082)  -0.4481
H (1.526, 3.735, 2.103)  0.3453
H (0.408, 3.456, 3.404)  0.3780
H (-0.235, 3.520, 1.796)  0.3212
H (-0.238, 1.146, 2.709)  0.2965
H (1.458, 1.505, 3.075)  0.3726
H (2.988, 0.804, 0.564)  0.3781
H (1.673, -2.251, -3.002)  0.3122
H (2.973, -1.815, -1.715)  0.2710
H (1.573, -3.000, -1.377)  0.3642
H (-0.741, -2.526, -1.474)  0.2766
H (-3.193, -3.306, -1.098)  0.2818
H (-4.186, -2.082, -1.720)  0.2830
H (-2.584, 0.661, -1.264)  0.4469

Computed properties:
SMILES string = CC[C@@](O)(F)\N=N/C(=N/C)/[NH+]=C(/N)O
Relative energy (zero: lowest compared OMol25 entry of this formula, charge and spin) = 16.1 kcal per mole
Total charge = +1
HOMO-LUMO gap = 8.8139 eV
Spin multiplicity = 1
LUMO energy = -4.26 eV
HOMO energy = -13.08 eV


Below is a 2-piece molecular cluster, C6H13I2N2 overall at a distorted geometry, with properties calculated with the ωB97M-V functional and the def2-TZVPD basis.

Each line ends with the Mulliken charge.
Geometry (Å):
C (2.209, 0.010, 0.022)  -0.8727
C (1.631, -0.121, 1.383)  -0.4987
C (1.368, -0.730, -1.132)  -0.3064
C (0.376, 0.845, 1.400)  -0.6574
C (0.151, -0.126, -1.430)  -0.1284
C (-0.912, 0.391, 0.829)  0.1211
N (-0.042, 0.589, -2.515)  -0.2798
N (-1.413, -0.744, 1.300)  -0.2085
I (-5.089, -0.995, 0.074)  -0.0700
I (-2.315, 1.875, 0.153)  0.1967
H (2.190, 1.082, -0.279)  0.3450
H (3.174, -0.324, -0.072)  0.4109
H (1.404, -1.107, 1.731)  0.3998
H (2.307, 0.105, 2.249)  0.3482
H (2.049, -0.636, -1.976)  0.4075
H (1.056, -1.686, -0.655)  0.2380
H (0.046, 1.001, 2.540)  0.3378
H (0.706, 1.844, 1.056)  0.4395
H (0.626, 0.798, -3.179)  0.1981
H (-0.977, 1.028, -2.729)  0.2409
H (-0.939, -1.384, 1.788)  0.1740
H (-5.378, -0.620, -1.457)  0.1356
H (-2.228, -1.095, 0.898)  0.0288

Computed properties:
Relative energy (zero: lowest compared OMol25 entry of this formula, charge and spin) = 74.0 kcal per mole
Total charge = +1
HOMO-LUMO gap (alpha / beta) = 7.9530 / 7.9536 eV
Spin multiplicity = 1
LUMO energy (alpha / beta) = -4.06 / -4.06 eV
HOMO energy (alpha / beta) = -12.01 / -12.01 eV


Below is C6H13IP2 as an isolated structure at a distorted geometry, with properties calculated with the ωB97M-V functional and the def2-TZVPD basis.

Each line ends with the Mulliken charge.
Geometry (Å):
C (-2.683, 1.280, 0.232)  -0.1608
C (3.347, 0.645, -1.197)  -1.1481
C (-1.123, 1.333, 0.168)  -0.6357
C (2.397, 0.821, -0.012)  -0.1677
C (1.347, -0.294, 0.010)  -0.9555
C (-3.050, -3.152, 1.343)  -0.7625
P (-3.316, 0.016, -0.619)  -0.1752
P (-0.419, -0.098, -0.610)  -0.0706
I (-4.914, -2.515, 0.750)  0.0939
H (-3.281, 2.026, 0.874)  0.3026
H (3.643, 1.656, -1.553)  0.2738
H (4.282, 0.136, -0.863)  0.3180
H (3.042, -0.040, -1.903)  0.3722
H (-0.711, 1.643, 1.087)  0.4162
H (-0.731, 2.057, -0.580)  0.2673
H (3.067, 0.618, 0.872)  0.1976
H (1.984, 1.877, 0.070)  0.3318
H (1.629, -0.979, -0.767)  0.3213
H (1.249, -0.802, 0.924)  0.4890
H (-2.972, -4.168, 1.262)  0.3747
H (-2.656, -2.676, 2.243)  0.3076
H (-0.132, 0.617, -1.731)  0.0103

Computed properties:
<S²> = 2.018
HOMO-LUMO gap (alpha / beta) = 7.4768 / 7.8560 eV
Spin multiplicity = 3
LUMO energy (alpha / beta) = 0.45 / -0.68 eV
HOMO energy (alpha / beta) = -7.03 / -8.54 eV


Below is C6H13MgO5V as an isolated structure at a distorted geometry, with properties calculated with the ωB97M-V functional and the def2-TZVPD basis.

Each line ends with the Mulliken charge.
Geometry (Å):
O (-0.696, -1.041, -0.573)  -0.6253
C (-1.910, -1.748, -0.512)  -0.4355
C (-2.946, -0.976, 0.293)  -0.4702
O (-2.924, 0.390, -0.151)  -0.3522
C (-3.917, 1.210, 0.461)  -0.7339
V (-1.084, 0.866, -0.687)  0.9992
H (-1.777, -2.737, -0.041)  0.3340
H (-2.290, -1.920, -1.533)  0.3551
H (-2.709, -0.987, 1.369)  0.3179
H (-3.954, -1.388, 0.141)  0.4792
H (-3.736, 2.243, 0.147)  0.3206
H (-4.913, 0.890, 0.126)  0.2818
H (-3.846, 1.132, 1.555)  0.3447
O (0.333, 0.701, 0.848)  -1.0371
C (0.321, -0.565, 1.056)  0.7754
O (1.424, -1.292, 0.977)  -0.2665
C (2.692, -0.666, 0.866)  -0.2660
O (2.795, 0.101, -0.305)  -0.2669
C (2.929, -0.658, -1.527)  -0.6228
Mg (1.648, 1.819, -0.312)  0.8421
H (-0.418, -0.967, 1.758)  0.4930
H (3.421, -1.482, 0.839)  0.3149
H (2.857, -0.025, 1.739)  0.3391
H (3.062, 0.069, -2.334)  0.2779
H (3.818, -1.295, -1.453)  0.2893
H (2.018, -1.250, -1.693)  0.3121

Computed properties:
Relative energy (zero: lowest compared OMol25 entry of this formula, charge and spin) = 18.1 kcal per mole
<S²> = 6.006
Total charge = +2
HOMO-LUMO gap (alpha / beta) = 7.0390 / 8.8337 eV
Spin multiplicity = 5
LUMO energy (alpha / beta) = -7.79 / -8.76 eV
HOMO energy (alpha / beta) = -14.83 / -17.59 eV


Below is an isolated ion of composition C6H13N and charge -1 at a distorted geometry, with properties calculated with the ωB97M-V functional and the def2-TZVPD basis.

Each line ends with the Mulliken charge.
Geometry (Å):
C (-1.666, 0.527, 0.271)  -0.9854
C (-0.559, -0.167, 1.143)  -0.3148
C (0.215, -1.298, 0.464)  -0.8394
C (1.272, -0.727, -0.536)  -0.6888
C (2.165, 0.491, -0.275)  -0.8132
C (2.149, 1.590, -1.192)  -0.7316
N (-2.665, -0.389, -0.253)  -0.6472
H (-1.104, 0.943, -0.477)  0.4818
H (-2.250, 1.220, 0.736)  0.3841
H (0.230, 0.375, 1.760)  0.1782
H (-1.147, -0.635, 1.973)  0.3214
H (-0.437, -1.953, 0.025)  0.5346
H (0.795, -1.923, 1.203)  0.2927
H (2.027, -1.531, -0.851)  0.2067
H (0.691, -0.480, -1.330)  0.3085
H (2.462, 0.684, 0.757)  0.3898
H (1.342, 1.530, -1.965)  0.1651
H (3.022, 2.254, -1.313)  0.2597
H (-3.348, 0.216, -0.740)  0.2589
H (-3.194, -0.726, 0.600)  0.2391

Computed properties:
Relative energy (zero: lowest compared OMol25 entry of this formula, charge and spin) = 57.2 kcal per mole
<S²> = 0.754
Total charge = -1
HOMO-LUMO gap (alpha / beta) = 2.7497 / 6.1592 eV
Spin multiplicity = 2
LUMO energy (alpha / beta) = 3.77 / 3.71 eV
HOMO energy (alpha / beta) = 1.02 / -2.45 eV


Below is an isolated ion of composition C6H13N and charge -1 at a distorted geometry, with properties calculated with the ωB97M-V functional and the def2-TZVPD basis.

Each line ends with the Mulliken charge.
Geometry (Å):
C (-1.325, 0.371, 0.901)  -1.8086
C (0.006, -0.221, 1.374)  -0.9209
C (0.638, -1.123, 0.297)  -0.7988
C (0.688, -0.676, -1.163)  -1.1860
C (1.601, 0.456, -1.529)  0.0922
C (1.466, 1.684, -1.044)  -0.7001
N (-2.399, -0.617, 0.909)  -0.4142
H (-1.122, 0.845, -0.071)  -0.4936
H (-1.644, 1.296, 1.409)  0.5153
H (0.659, 0.568, 1.653)  0.3619
H (-0.247, -0.850, 2.220)  0.5920
H (0.100, -2.075, 0.309)  0.3377
H (1.664, -1.268, 0.587)  0.4847
H (1.027, -1.557, -1.720)  0.4966
H (-0.320, -0.433, -1.561)  0.2240
H (2.343, 0.214, -2.282)  0.5254
H (0.802, 1.875, -0.208)  -0.2245
H (1.923, 2.593, -1.431)  0.4298
H (-2.668, -0.850, -0.047)  0.8488
H (-3.192, -0.232, 1.399)  0.6382

Computed properties:
Relative energy (zero: lowest compared OMol25 entry of this formula, charge and spin) = 22.1 kcal per mole
<S²> = 0.751
Total charge = -1
HOMO-LUMO gap (alpha / beta) = 2.8147 / 9.4450 eV
Spin multiplicity = 2
LUMO energy (alpha / beta) = 4.15 / 4.05 eV
HOMO energy (alpha / beta) = 1.33 / -5.39 eV